#i
C4H8N4 | ωB97M-V/def2-TZVPD

XYZ file:
```
16
C4H8N4, DFT ωB97M-V/def2-TZVPD
C -0.5054 -0.1395 -0.3216
C 1.1456 1.3633 0.2406
C 1.7901 0.0672 -0.2004
C 1.5574 -1.1732 0.5632
H -3.1660 -0.3913 0.9676
H -3.2338 0.0192 -0.5537
H -0.9406 1.8595 0.1905
H 1.6167 2.2328 -0.2401
H 1.2149 1.4672 1.3365
H 2.6605 -0.0358 -0.9170
H 1.1482 -1.1301 1.5362
H 2.2314 -2.0419 0.4452
N -2.5956 0.0658 0.2364
N -1.5447 -0.8331 -0.1197
N -0.2286 1.2193 -0.1518
N 0.7322 -0.8358 -0.6015
```

Values from the calculation:
Multiplicity: 1
HOMO level: -8.7 eV
E_LUMO: 1.04 eV
Total charge: 0
Molecular weight: 112.14 g/mol
HOMO-LUMO gap: 0.3564 hartree


#ii
C4H8N4 | ωB97M-V/def2-TZVPD

XYZ file:
```
16
C4H8N4, DFT ωB97M-V/def2-TZVPD
C -2.6071 -0.9281 0.2521
C -0.3857 -0.6971 0.0766
C 0.5551 1.5687 0.1124
C 2.3596 -1.3174 -0.2444
H -2.1793 -1.4425 1.1326
H -3.4956 -1.4856 -0.2280
H -2.9531 0.1607 0.7344
H -0.4086 -1.5822 0.8765
H 1.5545 1.9900 0.4067
H -0.6047 3.0642 -0.0592
H 3.3921 -1.6753 0.4106
H 1.5696 -1.8566 -0.8292
N -1.4983 -0.5280 -0.5775
N 0.6778 0.2280 -0.1636
N -0.6317 2.0002 -0.1261
N 1.9656 -0.1186 0.3494
```

Values from the calculation:
Multiplicity: 1
HOMO level: -8.6 eV
E_LUMO: 0.39 eV
Total charge: 0
Molecular weight: 112.14 g/mol
HOMO-LUMO gap: 0.3316 hartree


The structure with the greatest stability is #i.


#i
C6H6N2O2 | ωB97M-V/def2-TZVPD

XYZ file:
```
16
C6H6N2O2, DFT ωB97M-V/def2-TZVPD
C -2.1627 -0.1519 -0.9338
C -0.9868 -0.9345 -1.4119
C 0.2867 -0.3904 -1.0414
C 0.8226 0.4746 -0.0553
C 2.4285 0.5561 1.4935
C 1.2645 0.8983 2.0382
H -2.8008 -0.9560 -2.3163
H -0.9878 -2.1863 -2.0358
H 1.1498 -0.7837 -1.4203
H 3.5052 0.1854 1.9617
H 0.9268 1.1539 2.9904
H -0.6427 0.8107 1.2254
N 2.1914 0.2008 0.0646
N 0.3233 0.8269 1.1204
O -3.2142 -0.1713 -1.7478
O -2.1037 0.4673 0.0683
```

Values from the calculation:
Multiplicity: 1
HOMO level: -8.7 eV
E_LUMO: -0.15 eV
Total charge: 0
Molecular weight: 138.13 g/mol
HOMO-LUMO gap: 0.3153 hartree


#ii
C6H6N2O2 | ωB97M-V/def2-TZVPD

XYZ file:
```
16
C6H6N2O2, DFT ωB97M-V/def2-TZVPD
C -0.0007 -0.3131 0.1205
C 1.4146 -0.0508 0.3221
C 2.0628 0.6797 -0.5938
C 0.1262 1.1301 -1.9563
C -2.1207 -1.6307 3.0249
C -2.5883 -1.5452 1.8830
H -1.5288 0.2018 -1.1376
H 1.8854 -0.4800 1.1775
H 3.1121 0.8521 -0.4735
H 1.9642 1.8831 -2.3483
H -1.5189 -1.8492 3.9139
H -2.6499 -1.0486 0.8860
N -0.5359 0.3331 -1.0073
N 1.4691 1.2717 -1.6862
O -0.6857 -1.0445 0.8197
O -0.4053 1.6106 -2.9447
```

Values from the calculation:
Multiplicity: 1
HOMO level: -9.2 eV
E_LUMO: 0.40 eV
Total charge: 0
Molecular weight: 138.13 g/mol
HOMO-LUMO gap: 0.3527 hartree


The structure with the greatest stability is #ii.


#i
C6H6N2O2 | ωB97M-V/def2-TZVPD

XYZ file:
```
16
C6H6N2O2, DFT ωB97M-V/def2-TZVPD
C -2.9272 -0.0159 0.2133
C -1.3105 0.1817 -0.0030
C -0.6580 -0.9287 0.1322
C 1.3485 0.1890 -0.2829
C 0.6465 1.3840 -0.3329
C 2.8396 0.1659 0.0883
H -2.9274 -0.8664 1.0152
H -3.4192 -0.3009 -0.6334
H -3.2278 1.0551 0.4928
H -1.0298 -1.9351 0.3984
H 0.9043 2.5425 -0.1737
H 2.5938 -1.8352 -0.7250
N 0.8011 -0.9860 -0.0826
N -0.6146 1.3054 -0.3851
O 3.3270 -1.0771 -0.2322
O 3.6535 1.1217 0.5105
```

Values from the calculation:
Multiplicity: 1
HOMO level: -9.9 eV
E_LUMO: -0.66 eV
Total charge: 0
Molecular weight: 138.13 g/mol
HOMO-LUMO gap: 0.3386 hartree


#ii
C6H6N2O2 | ωB97M-V/def2-TZVPD

XYZ file:
```
16
C6H6N2O2, DFT ωB97M-V/def2-TZVPD
C -4.7791 0.7405 -0.3155
C -5.2417 0.0291 0.5309
C 0.3875 -0.4128 -0.2561
C 1.2426 -1.5029 -0.1148
C 2.5323 -1.3172 0.0727
C 2.1236 1.1423 0.1111
H -4.4898 1.6527 -1.0267
H -5.3544 -0.5767 1.5252
H 0.2567 1.7372 -0.6255
H 0.6156 -2.4891 -0.0914
H 3.3099 -2.0009 0.0743
H 4.0543 0.3183 0.1780
N 0.8266 0.8362 -0.3998
N 2.9645 0.0334 0.2575
O -0.9049 -0.4375 -0.1766
O 2.4566 2.2473 0.2569
```

Values from the calculation:
Multiplicity: 1
HOMO level: -9.6 eV
E_LUMO: 0.24 eV
Total charge: 0
Molecular weight: 138.13 g/mol
HOMO-LUMO gap: 0.3612 hartree


#iii
C6H6N2O2 | ωB97M-V/def2-TZVPD

XYZ file:
```
16
C6H6N2O2, DFT ωB97M-V/def2-TZVPD
C 1.8378 -0.0464 0.0339
C 0.1691 -1.4784 0.0639
C -0.8196 -0.5529 -0.0557
C -2.2584 -0.9261 -0.0578
C -3.2586 -0.0336 -0.0014
C -0.4289 0.8862 0.0237
H 3.5663 -0.6157 -0.1067
H -0.0974 -2.5198 0.1711
H -2.4846 -1.9896 -0.1421
H -4.2827 -0.4438 0.0772
H -3.0687 1.0336 0.0344
H 1.3513 1.9764 0.0323
N 1.5149 -1.2850 0.0167
N 0.9839 1.0246 0.0183
O 3.1409 0.2956 -0.0505
O -1.1314 1.8653 0.0067
```

Values from the calculation:
Multiplicity: 1
HOMO level: -8.5 eV
E_LUMO: 0.55 eV
Total charge: 0
Molecular weight: 138.13 g/mol
HOMO-LUMO gap: 0.3345 hartree


The structure with the greatest stability is #iii.


#i
C6H6N2O2 | ωB97M-V/def2-TZVPD

XYZ file:
```
16
C6H6N2O2, DFT ωB97M-V/def2-TZVPD
C -1.1017 0.7371 -0.6796
C -0.8786 1.5106 0.5695
C 0.3081 1.4348 1.2050
C 1.2184 -0.0831 -0.3969
C -0.2626 -1.6562 1.1335
C -0.7621 -2.6687 0.6476
H -0.2166 -0.7679 -1.7510
H -1.7670 2.0834 0.8597
H 0.4959 1.9037 2.1976
H 2.3111 0.6673 0.9984
H 0.3004 -0.8081 1.3055
H -1.4752 -3.5147 0.7025
N -0.0462 -0.1281 -0.9959
N 1.3188 0.6789 0.6952
O -2.1792 0.7501 -1.2283
O 2.2185 -0.6331 -0.9070
```

Values from the calculation:
Multiplicity: 1
HOMO level: -9.8 eV
E_LUMO: 0.34 eV
Total charge: 0
Molecular weight: 138.13 g/mol
HOMO-LUMO gap: 0.3721 hartree


#ii
C6H6N2O2 | ωB97M-V/def2-TZVPD

XYZ file:
```
16
C6H6N2O2, DFT ωB97M-V/def2-TZVPD
C 3.8789 -0.3695 -0.0643
C 2.6466 0.2022 -0.0133
C 0.8900 -1.2902 -0.0745
C -0.0320 -0.3657 0.1572
C 1.7877 1.2128 0.0409
C -1.5560 -0.4591 0.1499
N 4.8353 -1.0459 -0.0091
N 0.3858 1.0287 0.2111
O 0.9334 -2.5327 0.2500
O 2.2561 2.5185 0.0950
H -2.0402 -0.1996 -0.9209
H -1.8289 -1.3995 0.3860
H -2.0446 0.4075 0.8429
H -0.0742 1.7841 -0.2565
H 1.3324 -2.9358 -0.5023
H 3.0398 2.6490 0.5510
```

Values from the calculation:
Multiplicity: 1
HOMO level (spin up / spin down): -8.6 / -8.6 eV
E_LUMO (spin up / spin down): -0.21 / -0.21 eV
Total charge: 0
Molecular weight: 138.13 g/mol
HOMO-LUMO gap (spin up / spin down): 0.3073 / 0.3074 hartree


The structure with the greatest stability is #i.


#i
C17H18N2O4 | ωB97M-V/def2-TZVPD

XYZ file:
```
41
C17H18N2O4, DFT ωB97M-V/def2-TZVPD
C 5.1392 -2.0018 -0.2010
O 4.1191 -2.1890 0.8032
C 3.1635 -1.2338 0.9519
C 2.1675 -1.4854 1.9317
C 1.1190 -0.6134 2.0795
C 1.0121 0.5681 1.3003
C -0.1066 1.4457 1.5090
C -0.1776 2.7480 1.1061
N -1.1867 3.5762 1.6073
O -1.3581 4.7440 1.1573
O -1.9012 3.0910 2.5261
C 2.0446 0.8368 0.3680
C 3.0969 -0.0494 0.1776
H 5.7569 -2.8970 -0.1119
H 4.7011 -1.9372 -1.2083
H 5.7365 -1.1022 0.0085
H 2.2595 -2.3946 2.5225
H 0.3477 -0.8078 2.8257
H -0.9174 1.0483 2.1183
H 0.5206 3.1951 0.4018
H 2.0012 1.7532 -0.2182
H 3.8597 0.1511 -0.5794
C -2.6440 3.0106 -1.5030
C -2.7243 1.6477 -0.8197
C -1.6760 0.7466 -1.1313
N -1.8687 -0.6277 -1.0701
C -2.5639 -1.2139 -0.0323
C -2.6685 -2.5891 0.0584
C -2.0936 -3.4076 -0.9133
C -1.4022 -2.8005 -1.9679
C -1.2796 -1.4296 -2.0274
O -3.6645 1.3628 -0.0540
H -1.6355 3.2058 -1.8900
H -3.3520 3.0406 -2.3442
H -2.9166 3.8013 -0.7960
H -0.8518 1.0845 -1.7610
H -3.0203 -0.5216 0.6648
H -3.2039 -2.9949 0.9125
H -2.1522 -4.4908 -0.8420
H -0.9274 -3.3883 -2.7513
H -0.7522 -0.8820 -2.8079
```

Values from the calculation:
Multiplicity: 1
HOMO level: -7.2 eV
E_LUMO: -0.81 eV
Total charge: 0
Molecular weight: 314.34 g/mol
HOMO-LUMO gap: 0.2347 hartree


#ii
C17H18N2O4 | ωB97M-V/def2-TZVPD

XYZ file:
```
41
C17H18N2O4, DFT ωB97M-V/def2-TZVPD
C 3.9611 -1.0464 -3.0043
H 4.7135 -0.6045 -3.6562
H 4.4403 -1.7785 -2.3459
H 3.2032 -1.5460 -3.6165
O 3.4192 0.0280 -2.2795
C 2.4302 -0.2256 -1.3605
C 1.9413 -1.4989 -1.1085
C 0.9538 -1.7452 -0.1644
C 0.4216 -0.6828 0.5532
C 0.8956 0.5950 0.3002
C 1.8864 0.8543 -0.6387
O 2.2208 2.1721 -0.7320
C 3.1385 2.6352 -1.6967
H 3.1607 3.7173 -1.5668
H 4.1387 2.2287 -1.5342
H 2.8127 2.3981 -2.7116
H 0.5034 1.4436 0.8383
C -0.6355 -0.8947 1.6242
N -1.2575 -2.2206 1.6284
H -0.9414 -2.7438 2.4358
C -1.0505 -3.0181 0.4382
C 0.4320 -3.1326 0.0687
H 0.9758 -3.6079 0.8922
H 0.5646 -3.7494 -0.8214
H -1.5842 -2.5538 -0.3953
H -1.4885 -4.0024 0.6169
C -1.7048 0.1732 1.5029
C -2.6647 0.1114 0.4976
C -3.6282 1.0917 0.3812
C -3.6309 2.1544 1.2774
C -2.6807 2.2347 2.2880
C -1.7277 1.2423 2.3949
H -0.9899 1.2986 3.1817
H -2.7061 3.0694 2.9719
N -4.6300 3.1813 1.1596
O -4.6049 4.0901 1.9640
O -5.4420 3.0807 0.2629
H -4.3797 1.0541 -0.3925
H -2.6596 -0.7137 -0.1942
H -0.1419 -0.7469 2.5942
H 2.3357 -2.3422 -1.6532
```

Values from the calculation:
Multiplicity: 1
HOMO level: -8.1 eV
E_LUMO: -0.25 eV
Total charge: 0
Molecular weight: 314.34 g/mol
HOMO-LUMO gap: 0.2880 hartree


The structure with the greatest stability is #ii.